(1)
The following is a DFT calculation (ωB97M-V/def2-TZVPD) of a cluster of 2 separate species, H5NOS2Si in total at a distorted geometry.

## Properties
* structure (SMILES): S=[SiH]OS.N
* E_HOMO: -8.989 eV
* energy relative to the best compared isomer or geometry (same formula, charge and spin): 0.908 eV
* Kohn-Sham gap: 9.13 eV

Last column: Mulliken charge in e.
Geometry (Å):
1 N -1.60541 0.36278 0.02747  -0.714
2 O 2.36061 -1.49864 0.01768  -0.113
3 Si 3.15534 -0.10254 0.03116  0.371
4 S 0.80800 -2.09882 0.00678  -0.043
5 S 2.27074 1.67073 0.06210  -0.396
6 H -2.35041 0.14129 -0.61945  0.235
7 H -1.28120 1.29988 -0.16765  0.228
8 H 4.48877 -0.63929 -0.01524  -0.044
9 H -1.99812 0.34936 0.96081  0.236
10 H 0.08314 -0.94303 0.02421  0.241

Force components x, y, z for each atom (eV/Å):
N 0.0072 -0.1941 0.0776
O 0.0192 -0.4796 0.0012
Si -1.6294 1.1463 -0.0213
S -0.1439 0.2211 0.0191
S 0.8560 -1.0784 -0.0053
H -0.0363 0.0452 -0.0559
H 0.0405 0.0716 0.0012
H 0.7187 0.2565 0.0151
H 0.0065 0.0811 -0.0034
H 0.1616 -0.0698 -0.0283

(2)
The following is a DFT calculation (ωB97M-V/def2-TZVPD) of the molecule C20H29N3O3S.

## Properties
* structure (SMILES): CCOC(CNC(=O)c1ccc2nc(N3CCC(C)CC3)sc2c1)OCC
* E_HOMO: -7.847 eV
* energy relative to the best compared isomer or geometry (same formula, charge and spin): 0.000 eV
* Kohn-Sham gap: 8.35 eV

Last column: Mulliken charge in e.
Geometry (Å):
1 C -4.42160 -1.17179 2.74365  -1.506
2 C -4.26647 -0.34258 1.47914  0.207
3 O -5.50294 -0.37562 0.77190  -0.391
4 C -5.46783 0.03986 -0.55892  0.212
5 O -4.68191 -0.78149 -1.38497  -0.416
6 C -5.26424 -2.01487 -1.76937  -0.345
7 C -5.30229 -3.06023 -0.66076  -1.037
8 H -4.29699 -3.25650 -0.29561  0.244
9 H -5.91411 -2.70913 0.16596  0.217
10 H -5.72312 -3.98378 -1.05003  0.454
11 H -6.28158 -1.83203 -2.14485  0.323
12 H -4.63995 -2.36272 -2.59756  0.331
13 C -4.96712 1.48833 -0.76603  -1.085
14 N -3.53260 1.56028 -0.84623  -0.075
15 C -2.78349 2.31975 -0.01183  0.414
16 O -3.27693 3.07522 0.80586  -0.665
17 C -1.31162 2.18250 -0.19010  1.067
18 C -0.71866 0.97108 -0.53363  -0.563
19 C 0.65437 0.92544 -0.64257  0.165
20 C 1.46190 2.06631 -0.43088  -0.442
21 C 0.85267 3.26680 -0.07991  -0.612
22 C -0.51829 3.30856 0.04765  -0.687
23 H -1.01442 4.22296 0.33478  0.450
24 H 1.46366 4.13818 0.09175  0.470
25 N 2.79945 1.86263 -0.57765  -0.475
26 C 3.08048 0.64521 -0.88587  0.800
27 N 4.31103 0.19484 -1.15699  0.014
28 C 4.63162 -1.21115 -1.21023  -1.048
29 H 3.73491 -1.78021 -1.46093  0.472
30 C 5.21395 -1.67410 0.12707  -0.614
31 H 5.47883 -2.73028 0.06260  0.455
32 C 6.44445 -0.83802 0.48885  0.550
33 C 7.01109 -1.25535 1.84234  -1.657
34 H 7.89253 -0.66642 2.08440  0.407
35 H 7.29129 -2.30607 1.83228  0.410
36 H 6.27247 -1.10460 2.62652  0.359
37 C 6.06279 0.64456 0.48654  -0.719
38 H 6.94157 1.26093 0.67974  0.421
39 C 5.44971 1.03949 -0.85704  -0.918
40 H 5.10776 2.07391 -0.84176  0.487
41 H 6.18408 0.90918 -1.65882  0.350
42 H 5.33338 0.83516 1.27645  0.292
43 H 7.21144 -1.00093 -0.27785  0.179
44 H 4.45538 -1.56044 0.90476  0.219
45 H 5.37003 -1.35710 -2.00643  0.376
46 S 1.66372 -0.44509 -1.03021  -0.423
47 H -1.30244 0.07471 -0.68168  0.393
48 H -3.09806 0.92326 -1.49394  0.183
49 H -5.40657 1.86845 -1.69490  0.409
50 H -5.28872 2.11463 0.06908  0.411
51 H -6.52561 -0.01380 -0.86961  0.453
52 H -3.47129 -0.75488 0.84581  0.121
53 H -4.01277 0.69175 1.74041  0.296
54 H -5.23970 -0.77907 3.34058  0.329
55 H -4.63939 -2.20744 2.49556  0.332
56 H -3.50385 -1.12831 3.32347  0.405

Force components x, y, z for each atom (eV/Å):
C -0.0620 0.2169 -0.4085
C 0.1853 -0.0570 0.1952
O 0.0113 -0.1293 0.1251
C -0.3009 0.5191 -0.1942
O 0.1096 0.2220 0.1322
C -0.0789 -0.2941 -0.0293
C -0.0164 0.3287 -0.1500
H 0.0954 -0.0490 0.0656
H -0.0184 -0.0749 0.0495
H -0.0240 -0.1335 -0.0392
H 0.1201 -0.0125 -0.0329
H -0.1767 -0.0093 0.0357
C -0.2365 -0.3254 0.1223
N -0.0596 -0.2726 -0.1643
C -0.0231 -0.0699 -0.2524
O -0.0333 0.1992 0.1962
C 0.2381 -0.0107 0.1159
C -0.0783 0.1422 0.0338
C 0.3088 0.2047 -0.0023
C -0.7836 -0.4893 -0.0295
C 0.0460 -0.1028 -0.0392
C -0.1520 -0.0454 -0.0036
H -0.0501 0.0707 0.0430
H 0.0607 0.1142 0.0204
N 0.7734 0.4529 0.1365
C -0.8897 -0.3637 -0.1794
N 0.3559 -0.0870 -0.1938
C -0.0878 -0.3384 0.2151
H 0.1135 -0.0059 -0.0988
C 0.2095 0.0904 -0.3177
H -0.0080 -0.0799 0.0409
C -0.1868 0.0270 0.3741
C -0.0052 0.0377 -0.3231
H 0.1074 0.0431 0.0879
H 0.0497 -0.1257 0.0662
H -0.0875 0.0146 0.1184
C 0.0922 -0.1560 -0.3676
H 0.0323 0.0543 0.0586
C 0.1725 0.3870 0.2334
H 0.1008 -0.1004 -0.0907
H -0.0155 0.0462 0.0136
H -0.0321 0.0402 0.0840
H -0.0093 0.0084 -0.0429
H -0.0613 -0.0268 0.0652
H -0.0958 -0.0574 -0.0008
S 0.2708 0.3321 0.0943
H -0.1379 -0.0814 -0.0045
H 0.0967 0.1396 0.0581
H -0.0286 -0.0201 0.1255
H -0.0239 -0.0700 -0.1517
H 0.2476 0.0008 -0.0198
H -0.0448 0.0713 0.0748
H 0.0017 -0.0666 -0.0714
H -0.0678 0.0223 0.1236
H -0.0060 -0.1168 0.0047
H 0.0820 -0.0142 0.0979

(3)
The following is a DFT calculation (ωB97M-V/def2-TZVPD) of the molecule C4H6IN2P at a distorted geometry.

## Properties
* structure (SMILES): Cc1ccn(PI)n1
* E_HOMO: -8.962 eV
* energy relative to the best compared isomer or geometry (same formula, charge and spin): 0.676 eV
* Kohn-Sham gap: 8.95 eV

Last column: Mulliken charge in e.
Geometry (Å):
1 C 0.28609 -1.38436 0.27572  -0.490
2 C -0.40624 -0.85084 1.30321  -0.385
3 C 0.25130 -0.46478 -0.81208  0.610
4 C 0.81455 -0.45655 -2.17751  -1.250
5 N -0.36294 0.64713 -0.41516  -0.742
6 N -0.71332 0.47109 0.87577  0.680
7 P -1.69071 1.63623 1.73795  -0.172
8 I -0.14119 2.59106 3.32842  -0.040
9 H 0.82638 -2.37515 0.30279  0.290
10 H -0.23475 -1.15630 2.36425  0.303
11 H 0.59096 -1.35915 -2.66007  0.358
12 H 0.35899 0.25720 -2.79632  0.380
13 H 1.78986 -0.32346 -2.27937  0.331
14 H -1.36899 2.76788 0.95239  0.126

Force components x, y, z for each atom (eV/Å):
C 1.0430 -2.1839 -1.1705
C 1.1534 1.9141 0.9319
C -0.3480 1.4155 1.0790
C -3.3937 -1.1174 0.5801
N 0.1803 -0.2252 0.0587
N -0.3834 -1.3341 0.7768
P 0.0025 -0.1263 -0.3100
I 0.4805 0.0237 0.6685
H -0.8432 1.3403 -0.1005
H -1.0154 0.4937 -1.0013
H -0.2594 -1.6603 -0.6774
H -0.8611 1.3461 -0.4696
H 4.5216 0.6094 0.1768
H -0.2771 -0.4955 -0.5425

(4)
The following is a DFT calculation (ωB97M-V/def2-TZVPD) of a structure of composition C43H52Cl3CoN3O4P2Si2 at a distorted geometry.

## Properties
* E_HOMO (spin up / spin down): -0.950 / -0.936 eV
* multiplicity: 2
* charge: -2
* Kohn-Sham gap (spin up / spin down): 4.76 / 4.75 eV

Last column: Mulliken charge in e.
Geometry (Å):
1 Co -0.35405 -0.15909 0.71168  -0.016
2 C -1.82165 2.08821 2.92268  -1.451
3 P -1.49255 1.95121 1.10938  1.816
4 C -0.77415 3.65981 0.98878  -1.275
5 C -3.15535 2.35821 0.46798  -0.659
6 C -4.30945 2.49981 1.23158  -0.662
7 C -5.53205 2.70671 0.62048  -0.759
8 C -5.62005 2.74961 -0.76002  -0.951
9 C -4.47595 2.60081 -1.52912  -0.632
10 C -3.24365 2.41641 -0.92652  0.498
11 P -1.62415 2.26021 -1.79532  1.298
12 C -1.95255 3.58371 -3.08032  -1.217
13 C -1.95525 0.73701 -2.76152  -1.227
14 H -2.29685 3.03991 3.16368  0.667
15 H -0.86055 2.02291 3.42628  0.158
16 H -2.43375 1.25481 3.25408  0.051
17 H -1.48265 4.38391 1.39088  0.463
18 H -0.54635 3.91301 -0.04252  0.255
19 H 0.14095 3.67421 1.57308  0.186
20 H -4.26145 2.45201 2.30828  0.297
21 H -6.42485 2.82981 1.22128  0.377
22 H -6.57725 2.89061 -1.24332  0.350
23 H -4.57135 2.61521 -2.60642  0.285
24 H -2.96475 3.56281 -3.47222  0.458
25 H -1.25055 3.47731 -3.90232  0.360
26 H -1.78115 4.55141 -2.60752  0.323
27 H -2.95655 0.73881 -3.19442  0.480
28 H -1.83635 -0.10099 -2.07262  -0.033
29 H -1.20225 0.64831 -3.54382  0.358
30 C 3.81925 0.43821 2.16848  -1.448
31 Si 2.14925 1.39041 2.14458  0.518
32 C 2.17265 2.32121 0.47558  -0.434
33 C 2.27555 2.74921 3.52628  -1.509
34 N 0.71215 0.46781 2.32238  0.870
35 C 0.36705 -0.32139 3.37458  0.575
36 C 1.18045 -0.51759 4.49478  -0.394
37 C 0.79745 -1.31489 5.55768  -1.047
38 C -0.44765 -1.92449 5.54428  -1.102
39 C -1.28305 -1.75469 4.45538  -0.909
40 C -0.91045 -0.99129 3.33988  0.371
41 N -1.66595 -0.85579 2.22218  1.345
42 Si -3.20655 -1.54319 1.92358  0.202
43 C -3.97415 -1.11829 0.23028  -0.367
44 C -3.31915 -3.46569 2.03618  -1.490
45 C -4.53715 -0.88299 3.16898  -1.453
46 H 4.62205 1.03931 1.74708  0.409
47 H 3.70795 -0.44669 1.55028  0.196
48 H 4.12975 0.12181 3.15938  0.384
49 H 2.26495 3.39851 0.58268  0.542
50 H 1.27085 2.10061 -0.08392  -0.592
51 H 3.01015 1.98021 -0.12402  0.502
52 H 3.14205 3.38401 3.36618  0.446
53 H 2.37045 2.30501 4.51208  0.393
54 H 1.39825 3.39001 3.54478  0.298
55 H 2.14555 -0.03529 4.51748  0.165
56 H 1.46605 -1.45619 6.39948  0.321
57 H -0.76385 -2.53519 6.38388  0.306
58 H -2.24455 -2.24689 4.44008  0.231
59 H -3.40535 -1.56689 -0.57262  0.042
60 H -4.00475 -0.05149 0.04808  -0.112
61 H -4.99365 -1.49319 0.16298  0.478
62 H -3.23455 -3.90159 1.04538  0.309
63 H -4.26115 -3.80119 2.46618  0.550
64 H -2.51115 -3.87809 2.63138  0.290
65 H -4.92945 0.07501 2.84538  0.220
66 H -4.13975 -0.75589 4.17028  0.370
67 H -5.37745 -1.56869 3.23278  0.478
68 Cl 3.89035 -0.82519 -5.92242  -0.209
69 C 3.09565 0.71771 -5.82692  0.913
70 C 2.90425 1.41621 -7.01642  -0.604
71 C 2.18655 2.59671 -7.01422  -0.501
72 C 1.65965 3.08281 -5.82862  -0.615
73 C 1.88375 2.39401 -4.63992  0.317
74 Cl 1.27545 3.01691 -3.14212  -0.115
75 C 2.60945 1.19021 -4.59462  -0.589
76 N 2.75515 0.52001 -3.41422  1.194
77 C 3.88905 -0.17319 -3.01832  -0.322
78 C 5.16065 0.26191 -3.38462  -0.016
79 C 6.28785 -0.40549 -2.93782  -0.612
80 C 6.15475 -1.49919 -2.09992  -0.816
81 C 4.89055 -1.93779 -1.73822  -0.385
82 C 3.74715 -1.30779 -2.20262  0.412
83 C 2.38715 -1.84059 -1.89952  -1.901
84 C 1.60715 -0.94919 -0.89352  0.838
85 O 1.63075 -1.30439 0.29078  -0.811
86 O 1.00915 0.06111 -1.32872  -0.100
87 H 3.29265 1.00751 -7.93652  0.414
88 H 2.03105 3.13141 -7.94142  0.359
89 H 1.08705 3.99581 -5.81152  0.418
90 H 1.98545 0.54281 -2.71552  -0.699
91 H 5.25705 1.12301 -4.03272  0.513
92 H 7.26895 -0.06949 -3.24892  0.397
93 H 7.02965 -2.02729 -1.74352  0.372
94 H 4.78545 -2.80609 -1.10242  0.435
95 H 2.46445 -2.83139 -1.45162  0.560
96 H 1.79065 -1.90229 -2.81302  0.252
97 Cl 1.23235 -6.90649 3.13398  -0.292
98 C 0.55235 -5.74079 2.02918  0.257
99 C -0.04545 -6.19889 0.86918  -0.707
100 C -0.56515 -5.26989 -0.01302  -1.087
101 C -0.49465 -3.90739 0.25548  0.578
102 C 0.10975 -3.48129 1.42838  0.484
103 C 0.64055 -4.39419 2.32258  -1.011
104 C -1.10515 -2.93989 -0.77172  -0.569
105 O -1.62215 -3.45919 -1.76842  -0.881
106 O -1.06355 -1.70449 -0.54192  0.273
107 H -0.09285 -7.26009 0.66948  0.394
108 H -1.03725 -5.57489 -0.93522  0.436
109 H 0.18775 -2.42839 1.63728  0.805
110 H 1.11155 -4.05369 3.23158  0.469

Force components x, y, z for each atom (eV/Å):
Co 0.0864 -1.0700 0.8801
C 0.0098 -0.1258 -0.2131
P -0.2266 0.8381 1.1668
C 0.0501 -0.1584 -0.1034
C -0.2094 -0.1719 -0.2527
C 0.1607 0.0588 0.1062
C -0.1997 0.0596 0.0046
C -0.0121 -0.0344 -0.1127
C -0.2132 0.0113 -0.0289
C 0.2670 0.0591 0.2354
P -0.5589 0.1420 -1.0972
C 0.1016 -0.2057 0.2350
C 0.0820 0.1980 0.1651
H -0.0327 0.0607 -0.0325
H 0.0265 -0.0308 0.0299
H -0.0401 -0.0337 0.0629
H -0.0317 -0.0142 0.0622
H 0.1272 0.0464 -0.0083
H 0.1059 0.0874 0.0810
H 0.0326 -0.0574 0.1057
H -0.0145 -0.0379 0.0412
H -0.0890 0.0040 -0.0205
H 0.0516 0.0067 -0.0845
H -0.1163 -0.0309 -0.0866
H 0.0403 -0.0199 -0.0559
H -0.0050 0.0972 -0.0264
H -0.0022 -0.0400 -0.0522
H -0.0086 -0.1940 -0.1076
H 0.0566 -0.0806 -0.0429
C -0.5994 0.2254 0.1269
Si 0.3727 0.2832 0.1458
C -0.1760 -0.3654 0.4978
C -0.0253 -0.5961 -0.4584
N 0.1682 0.7261 -1.4541
C -0.2274 -0.4607 0.8396
C -0.0715 0.1438 -0.3837
C -0.2817 -0.3270 0.5188
C 0.4100 -0.0358 0.5204
C -0.0516 0.1877 -0.4157
C 0.4193 -0.0766 0.8390
N -0.0984 0.2526 -1.6658
Si -0.7396 -0.2675 0.0027
C 0.4789 -0.0843 0.4533
C 0.1732 0.5966 0.0195
C 0.5384 -0.2234 -0.2603
H 0.0817 0.2278 -0.0820
H -0.0590 -0.2174 -0.1400
H 0.0072 -0.0916 0.2486
H 0.0078 0.2135 0.1497
H -0.1484 0.0257 -0.2240
H 0.1832 -0.1553 -0.1573
H 0.2610 0.1354 -0.1083
H -0.0008 -0.1266 0.2163
H -0.2303 0.0979 -0.0546
H 0.2117 0.0564 -0.0076
H 0.0200 0.0094 0.0235
H -0.0040 -0.0278 -0.0283
H -0.1470 -0.1027 0.0059
H 0.1657 -0.1476 -0.2215
H -0.0474 0.3120 -0.0126
H -0.2084 -0.1044 0.2030
H 0.0325 -0.0515 -0.2407
H -0.2007 0.0538 0.0859
H 0.1856 -0.0951 0.1680
H -0.0420 0.2968 -0.1453
H 0.1402 0.0238 0.2747
H -0.1842 -0.2094 -0.0398
Cl -0.1426 -0.0358 -0.2516
C -0.0459 0.1576 -0.3740
C 0.0550 -0.1548 0.4359
C -0.0300 0.0776 -0.1076
C 0.1103 -0.3019 0.4559
C -0.0450 0.2940 -0.3735
Cl 0.2417 0.0206 -0.1505
C 0.0411 -0.0542 -0.1684
N -0.5379 -0.0907 0.1262
C 0.6269 -0.1535 0.3062
C 0.0017 0.0192 0.1555
C 0.0056 0.0326 -0.0666
C 0.1456 -0.1046 0.0280
C 0.0571 0.0142 -0.0445
C 0.0102 0.2066 -0.1980
C -0.4746 0.1292 0.3804
C 0.8315 -0.8635 -0.4228
O -0.1774 -0.0078 0.3079
O -0.4924 0.6614 -0.1005
H 0.0590 -0.0700 -0.0333
H -0.0364 0.0287 -0.0033
H -0.0571 0.1188 0.0657
H 0.0627 0.0418 -0.1539
H 0.0072 0.0835 0.0003
H 0.0314 0.0336 0.0188
H 0.0376 0.0151 0.0317
H -0.0572 -0.0533 0.0553
H -0.0218 0.0437 -0.0479
H 0.0254 -0.0064 -0.0358
Cl 0.1168 -0.2121 0.2357
C -0.0064 0.1084 -0.0678
C 0.0116 -0.0340 0.0275
C -0.0218 0.0796 -0.0611
C -0.0523 0.1511 -0.2435
C -0.0117 0.1066 -0.1881
C -0.0032 -0.0728 0.1044
C 0.0274 -0.6641 0.0398
O -0.0892 -0.0299 -0.1445
O 0.0815 1.1661 0.2603
H -0.0129 -0.0494 -0.0215
H -0.0484 -0.0215 -0.0526
H -0.0132 -0.1084 0.0595
H 0.0376 0.0333 0.1254

What did we get for DFT total energy? Answer: -33167.294; -42660.014; -24614.060; -167630.265 eV, in the order shown.